Computed, not measured: a gas-phase ion, C6H9N2 (charge +1) at a distorted geometry, with the ωB97M-V functional and the def2-TZVPD basis.

Properties
E: -9335.722 eV
SMILES: CC=C=[NH+]C[C@H]1C=N1
highest occupied orbital energy: -13.814 eV
gap between HOMO and LUMO: 9.23 eV
energy relative to the best compared isomer or geometry (same formula, charge and spin): 630.2 kJ/mol

Structure (ORCA input):
```
! wB97M-V def2-TZVPD RIJCOSX def2/J DEFGRID3
* xyz 1 1
N -1.048 -1.270 0.673
N 1.467 0.385 1.287
C 2.454 -0.180 0.827
C -1.123 2.272 -1.050
C -1.028 0.843 -0.571
C 0.353 -1.612 0.133
C 1.352 -1.143 1.181
C -1.284 -0.104 0.286
H -1.846 -1.884 0.607
H -0.269 2.988 -0.742
H 0.382 -2.694 -0.053
H -1.415 0.250 -1.532
H -2.085 2.853 -0.743
H -1.197 2.225 -2.142
H 1.401 -1.643 2.150
H 3.485 -0.234 0.440
H 0.400 -1.050 -0.748
*
```

Mulliken population analysis, charges in e, atoms 1 to 2: -0.15, -0.41